## i
DFT (the ωB97M-V functional and the def2-TZVPD basis) results for an isolated ion of composition C4H9N2 and charge +1.

```
15
Properties=species:S:1:pos:R:3:lowdin_charge:R:1
C 0.3315 -0.1085 0.0922 -0.158
C 1.0102 0.4952 2.0311 -0.060
C -1.5824 -0.2769 -1.6093 -0.059
C -0.0864 -0.4036 -1.2593 -0.205
N -0.1263 0.4130 1.1594 0.037
N 1.8150 -0.3469 1.0257 0.302
H 1.2311 1.4939 1.8932 0.116
H 0.8663 -0.0826 2.9231 0.146
H -1.7058 -1.0109 -2.4803 0.112
H -1.7561 0.8030 -1.8482 0.098
H -2.2200 -0.6128 -0.7800 0.079
H 0.6613 0.1099 -1.7720 0.099
H 0.2702 -1.5008 -1.3417 0.171
H -1.1496 0.7436 1.3187 0.238
H 2.4411 0.2842 0.6475 0.085
```

Calculated values
2S+1 = 3
HOMO level (spin up / spin down) = -10.803 / -16.213 eV
Orbital gap (spin up / spin down) = 0.269 / 0.289 Ha
Charge = +1
Molecular weight = 85.1 Da

---

## ii
DFT (the ωB97M-V functional and the def2-TZVPD basis) results for an isolated ion of composition C4H9N2 and charge +1.

```
15
Properties=species:S:1:pos:R:3:lowdin_charge:R:1
C -1.3693 -0.1727 -0.3241 -0.113
C -1.9928 0.7478 0.3239 0.113
C 0.5889 0.8333 -0.2515 -0.262
C 0.5323 -1.6189 0.0986 0.076
N -0.0090 -0.2894 -0.2126 -0.095
N 1.8833 0.8990 -0.0758 0.169
H -1.9576 -0.9821 -0.8305 0.178
H -3.0619 1.0262 0.0984 0.127
H -1.6681 1.4598 1.0078 0.075
H 0.1112 1.8203 -0.4479 0.167
H 1.5018 -1.3293 0.4794 0.086
H 0.6976 -2.2987 -0.7174 0.118
H -0.1028 -1.9697 0.8659 0.104
H 2.5168 0.0917 0.0476 0.136
H 2.3296 1.7829 -0.0620 0.121
```

Calculated values
2S+1 = 3
HOMO level (spin up / spin down) = -9.657 / -15.334 eV
Orbital gap (spin up / spin down) = 0.235 / 0.274 Ha
Charge = +1
Molecular weight = 85.1 Da

---

It comes down to ii, which is 0.0860 hartree more stable than the next structure.